[1]
74
Properties=species:S:1:pos:R:3:lowdin_charge:R:1 method="wB97M-V/def2-TZVPD" lumo_energy_ev=0.586 orbital_gap_ha=0.28598 smiles=Cc1ccc([C@@H](c2ccccc2)c2cn(C)c3ccccc23)s1.CC1(C)OB(c2ccccc2)OC1(C)C homo_ha=-0.264 de_lowest_kcal_mol=37.2 total_charge=0
C -0.19138 1.46480 -4.13685 -0.110
C 0.00017 1.13566 -2.72646 -0.608
C 1.22715 0.91980 -2.13189 -0.130
C 1.08500 0.67850 -0.73345 -0.167
C -0.16128 0.98306 -0.18051 -0.409
C -0.59371 0.92826 1.24038 -0.176
C -1.87246 0.62122 2.36323 -0.111
C -2.16078 -0.56795 3.00893 -0.070
C -3.21896 -0.63500 3.93763 -0.057
C -3.84136 0.52370 4.40641 -0.085
C -3.43064 1.74687 3.85563 -0.087
C -2.44888 1.80145 2.85774 -0.053
C 0.65115 0.83506 2.01521 -0.158
C 1.48293 1.95064 1.87506 -0.022
N 2.49153 1.86054 2.76138 -0.109
C 3.50743 2.86917 2.88314 -0.028
C 2.25138 0.79168 3.62292 -0.168
C 2.85996 0.62733 4.84221 -0.023
C 2.28333 -0.32415 5.68618 -0.090
C 1.26775 -1.16383 5.19449 -0.082
C 0.71435 -1.02598 3.91698 -0.036
C 1.08915 0.09344 3.17163 -0.089
S -1.27816 1.09284 -1.57450 1.117
H 0.51141 2.26146 -4.35881 0.084
H 0.03204 0.62080 -4.78617 0.084
H -1.20676 1.80096 -4.28940 0.067
H 2.16839 0.90148 -2.69482 0.121
H 1.93217 0.42896 -0.10168 0.103
H -0.93542 1.97828 1.31884 0.100
H -1.62854 -1.47980 2.75809 0.088
H -3.51033 -1.61130 4.31651 0.107
H -4.59919 0.47173 5.20938 0.107
H -3.85704 2.67719 4.21850 0.096
H -2.12866 2.79337 2.49177 0.121
H 1.46994 2.72378 1.09958 0.154
H 4.39290 2.39944 3.31143 0.085
H 3.71024 3.27377 1.88039 0.096
H 3.18670 3.69630 3.53285 0.098
H 3.69426 1.27490 5.08830 0.102
H 2.61688 -0.36713 6.72046 0.097
H 0.92725 -1.98038 5.82064 0.097
H 0.06415 -1.79928 3.50345 0.086
C -0.70320 -4.72694 -1.10246 -0.018
C -0.25369 -3.29538 -0.88624 -0.428
C 0.66802 -2.82203 -2.01097 0.008
O -1.50975 -2.57984 -1.03513 0.146
B -1.79293 -2.05644 0.19178 -0.619
C -3.17851 -1.38749 0.44761 -0.080
C -3.62092 -0.06011 0.31786 -0.073
C -4.90308 0.29940 0.73137 -0.065
C -5.76104 -0.66320 1.25134 -0.084
C -5.36253 -1.99693 1.28381 -0.083
C -4.09220 -2.35075 0.87334 -0.051
O -0.68222 -2.01493 1.04371 0.080
C 0.26569 -3.00833 0.61115 -0.422
C 0.13686 -4.19114 1.59091 -0.005
C 1.68040 -2.45288 0.70023 0.004
H 0.15792 -5.38686 -1.01512 0.091
H -1.48905 -5.01127 -0.38569 0.096
H -1.11614 -4.79363 -2.11483 0.097
H 1.64765 -3.32038 -1.92124 0.095
H 0.18393 -3.11227 -2.95628 0.097
H 0.78570 -1.72627 -1.99380 0.076
H -2.99671 0.73436 -0.09555 0.028
H -5.24646 1.33263 0.69760 0.110
H -6.75491 -0.41360 1.60883 0.101
H -6.00554 -2.79807 1.63571 0.102
H -3.74822 -3.37965 0.89641 0.115
H 0.74249 -5.03820 1.22108 0.095
H 0.55661 -3.87473 2.56486 0.087
H -0.91954 -4.49985 1.72291 0.100
H 2.35924 -3.22584 0.29941 0.100
H 1.76992 -1.51792 0.12226 0.068
H 1.94814 -2.29522 1.75796 0.088


[2]
83
Properties=species:S:1:pos:R:3:lowdin_charge:R:1 method="wB97M-V/def2-TZVPD" lumo_energy_ev=0.273 orbital_gap_ha=0.29086 homo_ha=-0.281 de_lowest_kcal_mol=13.6 total_charge=0
Rb -1.30948 -1.24913 -0.02153 0.833
N -3.77983 6.54494 3.75662 0.090
C -3.50942 5.36053 3.07849 -0.325
C -2.21862 4.82934 3.06548 -0.034
C -1.96531 3.62584 2.43391 -0.056
C -2.99277 2.93962 1.80607 -0.299
C -4.27802 3.45844 1.80910 -0.064
C -4.53820 4.65566 2.44702 -0.028
S -2.63765 1.41084 1.01248 0.535
O -3.91061 0.72509 0.81515 -0.336
O -1.70364 0.71706 1.89440 -0.435
N -1.84365 1.60542 -0.34920 -0.165
C -2.41588 2.26353 -1.38438 -0.492
N -1.79316 2.13566 -2.57890 0.028
C -2.26688 2.85519 -3.58780 -0.184
C -3.35633 3.70055 -3.47181 -0.073
C -3.95320 3.73179 -2.21928 -0.134
N -3.50713 3.03903 -1.18785 0.127
H -2.99449 7.16512 3.87017 0.086
H -4.60647 7.03362 3.45289 0.086
H -1.41612 5.36103 3.56324 0.108
H -0.96737 3.20633 2.43541 0.115
H -5.06442 2.91582 1.30323 0.111
H -5.54526 5.05589 2.45818 0.109
H -1.75554 2.73687 -4.53897 0.101
H -3.72793 4.27693 -4.30551 0.090
H -4.83236 4.34414 -2.03880 0.108
O -3.80684 -2.16927 0.56636 -0.209
C -3.90569 -2.44789 1.95906 -0.262
C -3.13020 -3.70571 2.30470 -0.174
C -1.59970 -3.64297 2.24766 -0.148
C -0.94593 -2.53003 3.03843 -0.308
C -1.47185 -2.08273 4.24665 -0.016
C -0.82069 -1.08210 4.94506 -0.045
C 0.34851 -0.55376 4.42388 -0.055
C 0.80225 -1.05611 3.21857 -0.140
N 0.18084 -2.01525 2.53682 0.063
H -4.07216 -1.24131 0.44575 0.037
H -4.95487 -2.61786 2.22464 0.124
H -3.54897 -1.58745 2.53545 0.112
H -3.46462 -4.50516 1.63841 0.121
H -3.42690 -4.01218 3.31183 0.111
H -1.22218 -3.61372 1.22236 0.075
H -1.22172 -4.59210 2.64167 0.126
H -2.38973 -2.50804 4.62936 0.116
H -1.22556 -0.71408 5.87872 0.112
H 0.88762 0.23729 4.92558 0.106
H 1.70872 -0.66008 2.76973 0.107
I -2.73893 -4.08232 -2.73714 0.767
C -1.64503 -2.85418 -4.07103 -1.174
I -1.78018 -0.78963 -3.61502 0.856
H -2.03023 -3.02225 -5.06853 -0.044
H -0.60702 -3.14816 -3.98491 -0.067
O 0.42211 -2.75330 -1.54857 -0.701
S 1.90933 -2.54982 -1.49921 0.946
C 2.15186 -1.17205 -0.34136 -0.292
C 3.56139 -0.66238 -0.25887 -0.278
C 3.80594 0.69713 -0.42211 -0.046
C 5.09844 1.19422 -0.34913 -0.077
C 6.16005 0.33083 -0.12516 -0.087
C 5.92273 -1.02586 0.04159 -0.072
C 4.62959 -1.52011 -0.01277 -0.045
C 2.33731 -1.72761 -3.04796 -0.271
C 3.81017 -1.74415 -3.35710 -0.279
C 4.49955 -2.94823 -3.46821 -0.053
C 5.85730 -2.95635 -3.74341 -0.079
C 6.54153 -1.76244 -3.91509 -0.088
C 5.86039 -0.55901 -3.81420 -0.076
C 4.50144 -0.55093 -3.53641 -0.046
H 1.80417 -1.59344 0.60540 0.067
H 1.47104 -0.38019 -0.65792 0.090
H 2.97634 1.37078 -0.60604 0.122
H 5.27513 2.25504 -0.47212 0.106
H 7.17118 0.71433 -0.07834 0.103
H 6.74951 -1.70196 0.21769 0.107
H 4.45038 -2.58016 0.12398 0.116
H 1.91408 -0.72143 -3.02993 0.102
H 1.77167 -2.31414 -3.77597 0.097
H 3.97325 -3.88609 -3.33281 0.112
H 6.38302 -3.89909 -3.82570 0.104
H 7.60277 -1.76997 -4.12809 0.102
H 6.38602 0.37799 -3.94594 0.106
H 3.97310 0.39032 -3.44815 0.116


[3]
76
Properties=species:S:1:pos:R:3:lowdin_charge:R:1 method="wB97M-V/def2-TZVPD" lumo_energy_ev=-7.120 orbital_gap_ha=0.23608 homo_ha=-0.498 de_lowest_kcal_mol=15.6 total_charge=+2
Ir -0.40805 0.06071 -0.23043 1.360
N -0.14675 -2.04003 -0.20472 -0.081
C -1.19373 -3.00408 0.24655 -0.187
C -2.52204 -2.73064 -0.44985 -0.177
C -3.52027 -2.01529 0.45969 -0.172
C -2.98262 -0.76647 1.13884 -0.172
N -2.40053 0.18942 0.13311 -0.049
H 0.13288 -2.30820 -1.15238 0.064
H 0.67626 -2.19633 0.37881 0.113
H -1.27979 -2.89783 1.32628 0.101
H -0.83483 -4.01332 0.04370 0.133
H -2.97163 -3.66394 -0.78704 0.126
H -2.33387 -2.15742 -1.36616 0.103
H -3.82507 -2.69648 1.25680 0.135
H -4.43127 -1.77491 -0.09542 0.125
H -2.20440 -0.98228 1.87182 0.090
H -3.79458 -0.24376 1.64543 0.137
H -2.53952 1.14468 0.46193 0.116
H -2.93817 0.11232 -0.73175 0.121
C -1.03353 3.63299 5.55955 -0.022
C -0.65234 2.69817 4.44718 -0.220
C -0.35455 1.35960 4.69365 0.055
C -0.01354 0.48366 3.67266 -0.070
C 0.10945 -1.00014 3.93575 -0.277
O -0.57757 -1.75392 3.26561 0.073
C 1.00020 -1.47314 5.00733 -0.159
C 0.82139 -2.76628 5.50411 -0.004
C 1.65250 -3.24233 6.49984 -0.049
C 2.67481 -2.43829 6.99286 -0.046
C 2.86645 -1.15672 6.49525 -0.053
C 2.02570 -0.66930 5.50830 -0.022
C 0.07854 0.95618 2.36298 -0.247
O 0.50698 0.07196 1.42930 -0.203
C -0.23229 2.30456 2.07531 -0.079
C -0.59013 3.14568 3.13519 0.046
C -0.19364 2.85918 0.71428 -0.156
N -0.30193 2.06964 -0.30602 -0.093
C -0.06006 2.43642 -1.71586 -0.263
C -0.90565 1.52662 -2.60180 -0.531
Te -0.00667 1.08948 -4.50295 1.377
C 1.09626 -0.46013 -3.57511 -0.578
C 2.25186 -0.19427 -2.83537 -0.146
C 2.96909 -1.23729 -2.25709 -0.067
C 2.55246 -2.55271 -2.43397 -0.072
C 1.40090 -2.82436 -3.16528 -0.091
C 0.67084 -1.78102 -3.72847 -0.154
C -0.02380 4.32120 0.54416 -0.211
C -1.00859 5.07287 -0.09482 -0.038
C -0.84872 6.44197 -0.23345 -0.045
C 0.29986 7.05738 0.24740 -0.042
C 1.28102 6.30958 0.88361 -0.041
C 1.11529 4.94327 1.04918 -0.015
H -1.10545 3.10906 6.51016 0.086
H -1.99404 4.10822 5.35929 0.093
H -0.29190 4.42575 5.66640 0.096
H -0.41366 0.97875 5.70693 0.143
H 0.02151 -3.37701 5.10773 0.121
H 1.50818 -4.23767 6.89707 0.115
H 3.32568 -2.81461 7.77089 0.117
H 3.66831 -0.54040 6.87782 0.114
H 2.17957 0.32826 5.11710 0.117
H -0.82884 4.17987 2.92051 0.138
H 0.99536 2.22283 -1.90297 0.095
H -0.21866 3.49217 -1.91666 0.119
H -1.92650 1.89041 -2.72775 0.063
H -0.97435 0.49302 -2.18589 -0.022
H 2.62470 0.81976 -2.75501 0.097
H 3.87861 -1.02536 -1.70902 0.117
H 3.13834 -3.36498 -2.02237 0.118
H 1.08799 -3.84722 -3.32823 0.119
H -0.20781 -2.00047 -4.32162 0.098
H -1.90825 4.59213 -0.46308 0.123
H -1.61961 7.02920 -0.71345 0.118
H 0.42622 8.12532 0.13238 0.120
H 2.17263 6.79224 1.25971 0.119
H 1.87104 4.36076 1.56187 0.130